Below is a cluster of 10 separate species, C35H75NO25 in total, with properties calculated with ωB97M-V/def2-TZVPD.

The energy above the lowest of the compared OMol25 structures with the same formula, charge and spin is 0.000 eV. As for the total charge: 0. As for the frontier orbital gap: 7.1 eV. The lowest unoccupied orbital energy is 0.081 eV. The highest occupied orbital energy comes out at -6.992 eV. As for the multiplicity: 1.

Last columns: bonded neighbours and bond lengths (Å).
CARTESIAN COORDINATES (ANGSTROEM)
1 O -1.0894 -0.7716 4.6576  C33 1.405, C44 1.317
2 O -4.0161 -2.3853 0.2079  C39 1.340, C43 1.430
3 O 3.1691 -3.1846 4.3418  C30 1.428, C31 1.337
4 O 4.4265 -4.1357 0.7921  C34 1.308, C55 1.409
5 O 4.4289 -2.1201 -0.1679  C34 1.214
6 O 2.5279 -3.2433 0.2109  C34 1.326, C47 1.409
7 O 2.0365 2.6665 -3.5419  C58 1.206
8 O 2.1218 -2.2400 -4.3095  C41 1.206
9 O -1.5426 -2.7654 5.5961  C44 1.207
10 O -4.0575 2.6327 -4.9505  C32 1.445, C51 1.301
11 O -5.4287 -3.3710 1.6733  C39 1.205
12 O -4.3513 1.1313 -3.4552  C46 1.422, C51 1.331
13 O -5.2935 -1.1280 1.3664  C27 1.418, C39 1.322
14 O 2.8954 -1.4163 3.0121  C31 1.342, C38 1.428
15 O 4.1534 3.0985 -4.2713  C37 1.436, C58 1.319
16 O -2.7030 6.5340 1.2041  C29 1.205
17 O 4.1266 -1.2647 4.8932  C31 1.194
18 O 3.9044 2.0493 -2.4525  C53 1.428, C58 1.332
19 O 0.0778 1.1423 -0.1521  C59 1.374
20 O -2.0629 5.1206 2.8287  C29 1.334, C40 1.407
21 O -1.0525 7.0314 2.6493  C29 1.320, C36 1.426
22 O 1.3779 -3.9581 -3.0761  C41 1.319, C61 1.437
23 O -2.3886 2.1916 -3.4739  C51 1.215
24 O -2.7687 -1.8984 3.9200  C44 1.334, C57 1.432
25 O 0.2240 -2.1233 -3.0969  C41 1.334, C45 1.426
26 N -0.2915 3.2484 -1.8738  H62 1.045, H76 1.025, H117 1.016, H124 1.019
27 C -6.1722 -0.8480 2.4434  O13 1.418, H65 1.087, H83 1.089, H132 1.092
28 C -3.0629 -3.3986 -1.7662  C43 1.511, H113 1.090, H126 1.091, H134 1.089
29 C -2.0049 6.2670 2.1496  O16 1.205, O20 1.334, O21 1.320
30 C 2.3733 -3.9729 3.4557  O3 1.428, H85 1.087, H110 1.085, H125 1.092
31 C 3.4438 -1.8920 4.1405  O3 1.337, O14 1.342, O17 1.194
32 C -3.2354 3.4946 -5.7691  O10 1.445, H96 1.086, H118 1.093, H120 1.083
33 C 0.1361 -0.5958 5.3217  O1 1.405, H77 1.090, H95 1.090, H109 1.090
34 C 3.8419 -3.0817 0.2838  O4 1.308, O5 1.214, O6 1.326
35 C -3.1482 -3.9231 2.7483  C57 1.525, H91 1.091, H92 1.090, H105 1.092
36 C -0.8828 8.3331 2.0913  O21 1.426, C54 1.523, H82 1.088, H101 1.089
37 C 3.7366 3.9718 -5.3327  O15 1.436, C48 1.522, H78 1.088, H131 1.097
38 C 3.3022 -0.1569 2.4745  O14 1.428, C60 1.523, H75 1.091, H97 1.091
39 C -5.0091 -2.3926 1.1081  O2 1.340, O11 1.205, O13 1.322
40 C -3.2366 4.3526 2.7217  O20 1.407, H72 1.090, H81 1.088, H106 1.093
41 C 1.3204 -2.7296 -3.5536  O8 1.206, O22 1.319, O25 1.334
42 C -4.4264 0.9984 -1.0147  C46 1.508, H68 1.090, H79 1.092, H98 1.090
43 C -3.6704 -3.6318 -0.4021  O2 1.430, C28 1.511, H93 1.092, H94 1.092
44 C -1.8093 -1.8574 4.8467  O1 1.317, O9 1.207, O24 1.334
45 C -0.0019 -0.7370 -3.3435  O25 1.426, H67 1.091, H88 1.088, H115 1.093
46 C -3.9683 0.3794 -2.3112  O12 1.422, C42 1.508, H111 1.093, H135 1.093
47 C 1.7022 -2.1335 -0.0564  O6 1.409, H90 1.087, H116 1.091, H123 1.090
48 C 4.9978 4.6687 -5.8227  C37 1.522, H73 1.088, H103 1.090, H129 1.089
49 C 6.1860 -5.5786 1.3924  C55 1.522, H112 1.089, H121 1.092, H136 1.091
50 C -1.3006 1.4733 1.8233  C59 1.534, H86 1.092, H87 1.097, H128 1.098
51 C -3.4914 2.0164 -3.9539  O10 1.301, O12 1.331, O23 1.215
52 C 3.6400 -4.6489 -2.8207  C61 1.530, H99 1.090, H104 1.092, H130 1.090
53 C 3.2274 1.1473 -1.5762  O18 1.428, H66 1.088, H84 1.089, H100 1.091
54 C -0.1305 8.2389 0.7703  C36 1.523, H74 1.092, H102 1.091, H107 1.089
55 C 5.8247 -4.2758 0.6934  O4 1.409, C49 1.522, H64 1.090, H70 1.092
56 C -1.4757 -0.6325 0.4494  C59 1.531, H63 1.094, H71 1.091, H80 1.091
57 C -3.6808 -2.9990 3.8382  O24 1.432, C35 1.525, H69 1.089, H127 1.088
58 C 3.2376 2.5871 -3.4721  O7 1.206, O15 1.319, O18 1.332
59 C -0.5567 0.5100 0.8900  O19 1.374, C50 1.534, C56 1.531, H133 1.109
60 C 2.9766 1.0471 3.3484  C38 1.523, H108 1.093, H114 1.089, H122 1.088
61 C 2.3506 -4.8695 -3.6132  O22 1.437, C52 1.530, H89 1.086, H119 1.089
62 H -0.2995 2.5156 -1.1286  N26 1.045
63 H -2.3657 -0.1533 0.0323  C56 1.094
64 H 6.2434 -4.3337 -0.3112  C55 1.090
65 H -6.4510 0.2024 2.4542  C27 1.087
66 H 3.8647 0.7253 -0.8018  C53 1.088
67 H 0.9008 -0.3067 -3.7785  C45 1.091
68 H -5.5119 1.0610 -1.0842  C42 1.090
69 H -4.6375 -2.6050 3.4989  C57 1.089
70 H 6.3296 -3.4902 1.2591  C55 1.092
71 H -1.0277 -1.2025 -0.3652  C56 1.091
72 H -3.4354 3.9791 1.7172  C40 1.090
73 H 4.7845 5.2143 -6.7400  C48 1.088
74 H 0.2785 9.2180 0.5114  C54 1.092
75 H 2.6873 -0.0601 1.5786  C38 1.091
76 H -1.0330 2.9768 -2.5271  N26 1.025
77 H 0.1636 -0.8159 6.3891  C33 1.090
78 H 2.9964 3.6008 -6.0386  C37 1.088
79 H -3.8985 1.9201 -0.7612  C42 1.092
80 H -1.6631 -1.2459 1.3325  C56 1.091
81 H -3.1321 3.5046 3.3950  C40 1.088
82 H -0.2855 8.9184 2.7878  C36 1.088
83 H -7.0525 -1.4866 2.3852  C27 1.089
84 H 2.8101 0.2875 -2.0990  C53 1.089
85 H 2.1156 -3.4049 2.5653  C30 1.087
86 H -0.6411 2.3055 2.0791  C50 1.092
87 H -1.6683 0.9875 2.7355  C50 1.097
88 H -0.3258 -0.2553 -2.4233  C45 1.088
89 H 1.9007 -5.8429 -3.4399  C61 1.086
90 H 0.7749 -2.4329 -0.5379  C47 1.087
91 H -3.8708 -4.7155 2.5491  C35 1.091
92 H -2.8878 -3.3734 1.8444  C35 1.090
93 H -4.5515 -4.2740 -0.4596  C43 1.092
94 H -2.9937 -4.1968 0.2430  C43 1.092
95 H 0.9113 -1.1410 4.7830  C33 1.090
96 H -2.3642 2.9732 -6.1557  C32 1.086
97 H 4.3269 -0.1817 2.1009  C38 1.091
98 H -4.1803 0.4028 -0.1361  C42 1.090
99 H 3.6823 -5.3086 -1.9545  C52 1.090
100 H 2.4565 1.7299 -1.0689  C53 1.091
101 H -1.8388 8.8410 1.9710  C36 1.089
102 H -0.8312 7.9832 -0.0260  C54 1.091
103 H 5.2823 5.4005 -5.0662  C48 1.090
104 H 4.5110 -4.7990 -3.4624  C52 1.092
105 H -2.2142 -4.3999 3.0545  C35 1.092
106 H -4.1144 4.9098 3.0577  C40 1.093
107 H 0.6886 7.5237 0.7175  C54 1.089
108 H 1.9345 1.3334 3.1829  C60 1.093
109 H 0.4367 0.4520 5.2963  C33 1.090
110 H 2.9089 -4.8948 3.2546  C30 1.085
111 H -2.9206 0.0706 -2.3538  C46 1.093
112 H 5.7910 -5.6497 2.4045  C49 1.089
113 H -2.1716 -2.7745 -1.7098  C28 1.090
114 H 3.5829 1.9122 3.0837  C60 1.089
115 H -0.7757 -0.6956 -4.1141  C45 1.093
116 H 2.2347 -1.4820 -0.7514  C47 1.091
117 H -0.5362 4.1552 -1.4860  N26 1.016
118 H -2.9380 4.2528 -5.0410  C32 1.093
119 H 2.6106 -4.7337 -4.6617  C61 1.089
120 H -3.8726 3.9481 -6.5188  C32 1.083
121 H 5.8509 -6.4257 0.7908  C49 1.092
122 H 3.0372 0.8494 4.4164  C60 1.088
123 H 1.4420 -1.5937 0.8537  C47 1.090
124 H 0.6261 3.3105 -2.3128  N26 1.019
125 H 1.3963 -4.1717 3.9019  C30 1.092
126 H -3.8061 -2.8929 -2.3849  C28 1.091
127 H -3.8415 -3.5565 4.7590  C57 1.088
128 H -2.2372 1.9319 1.4812  C50 1.098
129 H 5.8439 3.9855 -5.8775  C48 1.089
130 H 3.7571 -3.6145 -2.4986  C52 1.090
131 H 3.2078 4.7476 -4.7644  C37 1.097
132 H -5.7189 -1.0201 3.4221  C27 1.092
133 H 0.2457 0.0462 1.4983  C59 1.109
134 H -2.8068 -4.3370 -2.2553  C28 1.089
135 H -4.4419 -0.5929 -2.4661  C46 1.093
136 H 7.2700 -5.6863 1.4593  C49 1.091